Molecular formula: ClH22O15
Method: DFT, ωB97M-V/def2-TZVPD

Calculated values
- charge = -1
- relative energy (zero: lowest compared OMol25 entry of this formula, charge and spin) (kJ/mol) = 52.8

Geometry as XYZ:
```
38
Properties=species:S:1:pos:R:3:forces:R:3:lowdin_charge:R:1
Cl -0.2200 -0.3153 0.2702 0.7 0.1 1.3 0.72
O -0.6726 0.7056 1.2270 0.1 -0.4 -1.3 -0.34
O -0.2196 0.2072 -1.1097 -0.2 -0.2 1.3 -0.35
O 1.1195 -0.7205 0.6756 -0.5 0.4 -0.5 -0.33
O -1.0720 -1.4738 0.3603 -0.2 0.2 -0.4 -0.33
O -1.2175 3.0753 -1.1043 0.1 0.3 -0.3 -0.03
H -2.1468 3.1269 -1.3279 -0.2 0.1 0.0 0.03
H -1.1245 2.2340 -0.6573 0.2 -0.3 0.4 -0.02
O -2.8691 -0.0395 3.7687 -0.3 0.1 0.3 -0.06
H -2.8377 -0.0528 2.8121 0.1 0.1 -0.4 0.01
H -2.3004 -0.7611 4.0375 0.2 -0.2 0.0 0.03
O 0.4079 3.5952 2.0724 -0.1 0.4 0.1 -0.06
H 1.3281 3.4140 2.2637 0.3 -0.2 -0.1 0.01
H 0.0048 2.7308 1.9916 -0.2 -0.3 -0.1 -0.01
O 2.7443 1.4328 1.7652 0.1 0.6 1.0 -0.03
H 3.2435 0.9421 2.4181 0.1 -0.1 0.3 0.07
H 1.9409 0.9262 1.6468 -0.6 -0.4 -0.2 0.02
O 0.8820 -2.9382 2.9251 -0.1 -0.1 0.5 -0.06
H 0.7417 -2.4337 2.1239 0.0 0.3 -0.4 -0.01
H 1.7280 -3.3664 2.7941 0.2 -0.1 -0.1 0.03
O -0.6882 -1.6182 -3.5180 -0.1 -0.2 -0.7 -0.05
H -0.4874 -0.7867 -3.0885 0.1 0.3 0.3 0.02
H -1.3764 -2.0071 -2.9783 -0.2 0.0 0.2 0.04
O -3.2112 0.2204 -1.2474 -0.4 -0.1 0.0 -0.05
H -2.2850 0.4422 -1.3427 0.6 -0.1 0.0 -0.03
H -3.6770 1.0005 -1.5484 -0.2 0.1 -0.1 0.03
O 3.5866 0.9651 -0.5658 0.7 -0.5 -1.3 -0.08
H 3.3834 0.9284 0.3688 -0.1 0.2 0.2 -0.06
H 3.8466 1.8735 -0.7194 -0.1 0.2 -0.1 0.02
O 1.1793 -2.7274 -1.7650 0.5 -0.5 0.2 -0.06
H 0.4857 -2.2580 -1.3016 -0.1 0.0 0.1 -0.04
H 0.9296 -2.6750 -2.6876 -0.2 0.2 -0.2 0.01
O 1.7525 3.1669 -2.2712 0.4 0.3 -0.1 -0.05
H 1.6836 2.7356 -3.1230 0.0 -0.2 -0.1 0.03
H 1.0196 2.8167 -1.7648 -0.3 0.0 0.2 0.00
O -1.8113 -4.5060 -0.4222 -0.1 -0.4 0.0 -0.05
H -1.7591 -3.8248 0.2482 0.1 0.3 0.2 0.01
H -2.0319 -4.0353 -1.2260 0.0 0.1 -0.1 0.02
```
Positions in Å, forces in eV/Å.



Molecular formula: ClH24O16
Method: DFT, ωB97M-V/def2-TZVPD

Calculated values
- charge = -1
- relative energy (zero: lowest compared OMol25 entry of this formula, charge and spin) (kJ/mol) = 109.8

Geometry as XYZ:
```
41
Properties=species:S:1:pos:R:3:forces:R:3:lowdin_charge:R:1
Cl -1.2301 -0.3011 -0.5438 -0.3 -0.3 1.7 0.88
O -2.2401 -1.3971 -0.5168 1.0 2.3 -0.1 -0.34
O -0.3831 -0.4871 -1.7368 -1.3 0.8 1.6 -0.33
O -1.9201 1.0449 -0.5458 1.5 -2.7 -0.5 -0.34
O -0.4061 -0.3821 0.7182 -1.8 0.6 -3.2 -0.34
O -3.2211 -0.8271 2.1412 -0.7 0.3 1.1 -0.04
H -3.4091 -1.6871 2.5212 -0.1 -0.3 -0.4 0.06
H -3.0181 -0.9351 1.2192 0.2 -0.5 -0.7 -0.01
O -1.1221 -0.1111 3.6222 0.7 0.7 1.2 -0.05
H -1.8851 -0.6171 3.3852 -0.9 -0.1 -0.5 -0.01
H -0.4081 -0.5821 3.1992 0.7 -0.4 0.0 -0.01
O 2.4759 -0.3231 -0.2418 -1.3 -0.5 0.1 -0.07
H 3.3159 -0.7471 -0.1888 1.0 0.0 -0.3 0.06
H 2.3459 0.1839 -1.0698 0.6 0.3 -0.2 0.02
O 1.6899 -0.9621 -3.3678 0.8 0.6 -0.5 -0.04
H 1.9539 -1.8551 -3.5598 -0.1 -0.5 -0.1 0.03
H 0.9299 -0.9941 -2.7918 -0.4 -0.2 0.3 -0.03
O 1.6259 -2.7861 -0.5888 0.6 -2.5 -0.7 -0.04
H 2.1849 -3.0361 -1.3398 -0.3 -0.1 0.3 0.07
H 1.7069 -1.8541 -0.5668 0.1 2.3 0.4 -0.04
O -0.8241 -3.6831 -0.6438 0.7 -3.2 0.5 -0.05
H 0.0619 -3.3371 -0.7208 0.5 0.5 0.0 -0.05
H -1.4461 -3.0431 -0.8438 -1.5 2.0 -0.5 -0.07
O -0.5271 2.2899 -2.7668 0.5 0.0 -0.8 -0.04
H -0.9781 3.1049 -2.5668 -0.1 0.4 0.2 0.05
H -0.9311 1.6399 -2.1988 -0.5 -0.4 0.4 -0.02
O 2.1159 1.9189 1.0342 0.8 1.8 -0.2 -0.06
H 1.9979 1.8269 1.9692 -0.6 -0.4 0.5 0.02
H 1.8609 1.1329 0.5722 -0.1 -0.7 0.3 -0.05
O -2.5101 4.0049 0.3112 0.5 1.2 0.0 -0.07
H -1.5471 3.8809 0.3862 -0.7 -0.4 0.2 0.03
H -2.8861 3.2419 -0.1068 0.1 -0.8 -0.1 -0.01
O -0.7901 2.1669 2.0632 0.4 2.0 -1.4 -0.04
H -0.9491 1.5469 2.7272 -0.5 -1.7 2.4 -0.04
H -0.9301 1.6019 1.3112 0.1 0.0 -0.7 -0.03
O 2.1029 1.7209 -1.8458 -1.1 0.1 -1.6 -0.08
H 2.6639 1.9609 -2.6088 -0.4 -0.3 0.6 0.07
H 1.1759 1.6939 -2.2528 1.4 0.4 0.7 0.05
O 0.9079 -1.8071 2.4282 -0.2 -0.3 0.8 -0.05
H 0.5879 -1.3661 1.6362 0.1 -0.1 -0.4 -0.03
H 1.8569 -1.8411 2.3692 0.4 0.1 -0.1 0.04
```
Positions in Å, forces in eV/Å.



Molecular formula: ClH26O17
Method: DFT, ωB97M-V/def2-TZVPD

Calculated values
- charge = -1
- relative energy (zero: lowest compared OMol25 entry of this formula, charge and spin) (kJ/mol) = 126.9

Geometry as XYZ:
```
44
Properties=species:S:1:pos:R:3:forces:R:3:lowdin_charge:R:1
Cl -0.4341 -0.7607 -0.2917 -1.1 2.0 0.5 0.87
O -0.3039 0.7218 -0.1116 -0.4 -3.4 -0.4 -0.34
O -0.2885 -1.0958 -1.7386 -0.2 0.0 2.5 -0.34
O 0.6461 -1.4012 0.5335 -1.4 0.3 -1.5 -0.39
O -1.7567 -1.2255 0.1939 2.5 0.5 -1.0 -0.30
O -2.5612 0.5149 -2.2304 -1.5 0.3 0.9 -0.03
H -2.6460 -0.3288 -1.7844 -0.4 -0.2 0.2 0.02
H -1.8057 0.3619 -2.7514 1.5 0.0 -1.4 -0.03
O 0.9258 -2.8360 2.9875 -1.8 -0.9 -0.1 0.01
H 1.1757 -3.0789 2.1159 -0.3 -0.4 -1.7 0.03
H 1.7512 -2.6359 3.3308 2.3 0.9 1.7 0.02
O 3.2320 -1.9090 0.0051 0.4 -0.1 -1.9 -0.02
H 2.3781 -1.5234 0.1411 -1.6 0.2 -0.4 -0.04
H 3.5402 -1.8773 0.8739 1.4 -0.1 2.2 0.00
O -0.6522 -0.6493 -4.7498 0.0 -0.4 0.0 -0.06
H 0.1085 -0.6744 -4.1468 0.0 0.3 -0.5 -0.03
H -0.7185 -1.5753 -5.0193 -0.1 0.2 0.0 0.04
O 0.3797 1.7915 -3.1279 0.2 0.8 -0.2 -0.04
H 0.5284 1.0249 -2.5824 0.0 -0.6 0.4 -0.03
H 1.0599 2.3907 -2.7944 -0.3 0.1 -0.2 0.03
O 1.1073 0.2632 2.5835 0.5 -0.1 0.4 -0.03
H 1.8573 0.8392 2.5422 0.7 0.9 0.3 0.06
H 1.1266 -0.0924 1.6952 -0.5 -0.6 -0.6 -0.01
O 1.6866 -0.9437 -3.3068 1.7 0.3 -2.9 -0.02
H 1.2171 -1.0463 -2.5316 -1.8 -0.5 2.9 -0.07
H 2.5946 -1.0672 -3.0730 0.8 -0.1 0.0 0.05
O -1.1398 1.6746 2.6929 -0.1 0.9 0.6 -0.07
H -1.0197 2.5292 3.1537 -0.2 -0.8 -0.5 0.07
H -0.2453 1.3160 2.5781 0.0 0.1 0.0 -0.02
O -3.6732 -0.5222 2.4604 -0.7 -0.3 1.1 -0.07
H -3.3075 -1.1977 3.0669 0.1 0.6 -0.6 0.03
H -3.2387 -0.6486 1.6257 0.4 -0.2 -0.6 -0.03
O -1.2167 -1.2341 3.5586 -0.5 0.3 0.0 -0.08
H -1.1903 -0.4359 2.9954 0.0 -0.6 0.6 0.00
H -0.5687 -1.8647 3.2269 0.2 0.3 -0.1 -0.02
O 0.7028 3.4120 -0.0050 -0.7 3.5 -0.1 -0.04
H -0.0552 3.6295 -0.5787 0.4 -0.3 0.5 0.06
H 0.8785 2.5323 -0.1723 0.3 -3.2 -0.4 -0.08
O 2.2886 1.1138 -0.7945 -1.0 -2.1 1.2 -0.01
H 2.7189 1.8209 -1.1813 1.4 2.5 -1.2 0.02
H 2.9183 0.3955 -0.8504 0.2 -0.5 0.1 0.04
O -2.9458 1.6853 0.4261 -1.1 0.6 -0.4 -0.06
H -2.6623 1.3396 1.2611 0.4 0.0 0.9 -0.03
H -2.3921 1.2679 -0.2258 0.3 0.0 -0.5 -0.04
```
Positions in Å, forces in eV/Å.



What total energy values result from the calculations? In sequence: -1601.8281 -1678.2596 -1754.6833 Eh.
What HOMO-LUMO gap values result from the calculations? In sequence: 10.1 9.4 8.8 eV.